Formula: C4H11NO2
Source: the Open Molecules 2025 dataset
Level of theory: wB97M-V/def2-TZVPD

SMILES string: CC[C@@H](N)C=O.O
E in eV: -9910.2717
Frontier orbital gap in eV: 10.7
Energy above the lowest of the compared OMol25 structures with the same formula, charge and spin in kcal per mole: 45.4

Each line ends with the natural charge from an NBO analysis.
CARTESIAN COORDINATES (ANGSTROEM)
O -0.54849 -0.82684 1.85883  -0.5193
O 0.77920 -5.11060 0.13480  -0.9434
N 1.52913 1.62590 0.24574  -0.8073
C 0.44294 0.61036 0.21560  -0.1607
C 0.43254 -0.22609 1.50861  0.4388
C -0.95505 1.21338 -0.01672  -0.4211
C -1.19695 1.35986 -1.53937  -0.6225
H 0.63570 -0.17562 -0.52364  0.2039
H -1.62167 0.43776 0.35707  0.2334
H -1.12362 2.15583 0.49786  0.2021
H -0.10862 -4.78765 -0.05723  0.4733
H 1.13524 2.28433 -0.42445  0.3525
H 1.38276 -4.36781 0.14607  0.4703
H 1.44567 2.14823 1.10694  0.3473
H 1.26533 -0.09129 2.22635  0.1173
H -1.05059 0.33207 -1.89565  0.2043
H -2.16860 1.75826 -1.79000  0.2257
H -0.27494 1.65992 -2.05080  0.2054